Formula: C18H46BeCaF2N2O4
Source: OMol25
Level of theory: ωB97M-V/def2-TZVPD

Its energy is -2015.313397 Ha. The calculation puts the HOMO energy at -0.216 hartree. The LUMO energy comes out at -3.78 eV.

The geometry in XYZ format:
```
74
Properties=species:S:1:pos:R:3:forces:R:3:lowdin_charge:R:1
Ca 1.424007 -3.415489 4.791605 1.476 1.860 1.149 1.47
F 3.113459 -1.454350 5.842562 -1.516 -1.802 -0.503 -0.66
F -5.687790 1.103361 -0.569481 -0.356 -0.142 0.348 -0.68
O 5.456029 5.398664 2.165259 -0.017 -0.004 -0.009 -0.05
O 2.658874 -5.777147 -1.498934 0.157 0.010 -0.106 0.25
O -2.127755 -3.500921 -0.493802 -0.301 -0.719 0.499 -0.11
O -5.153113 -3.408486 1.274900 0.207 0.607 -0.067 0.06
N 5.262267 -2.235029 0.867775 -0.001 -0.467 -0.386 -0.08
N -3.470410 1.233245 -2.822149 0.135 0.114 -0.019 -0.17
C -1.159361 0.810753 -3.418079 0.652 0.118 -0.311 -0.11
C -3.007568 -2.790960 -0.033629 2.532 4.012 -2.022 -0.23
C 2.495265 2.961112 1.879349 0.250 -0.302 0.321 -0.09
C 2.694648 2.744502 0.386999 -0.807 0.340 -0.162 -0.25
C -4.311328 -4.148373 0.839811 -1.917 -3.157 1.310 -0.25
C -2.371931 1.681872 -3.662563 -0.191 -0.149 0.370 -0.28
C -4.895361 3.347723 -2.968412 0.064 0.068 0.040 -0.10
C 4.023959 -2.452366 1.490305 1.185 1.042 0.038 -0.50
C 0.330083 -0.056762 0.356431 0.497 -0.481 -0.597 -0.18
C -3.152273 1.126513 -1.399221 0.285 -0.604 0.295 -0.28
C 1.487543 0.623910 -0.395962 -0.172 0.345 0.290 -0.17
C -4.746648 1.838413 -3.166223 -0.500 -0.141 -0.324 -0.27
C 1.446433 2.167651 -0.312445 0.844 -0.663 0.138 -0.18
C 2.278650 -1.705332 3.109997 -0.582 0.885 1.029 -0.37
C 0.731952 -1.302167 1.159844 -1.115 1.213 0.131 -0.32
C 0.976080 -1.037545 2.646029 0.486 -0.979 -0.183 -0.17
C 3.572341 -1.284016 2.422712 -0.161 -1.079 -0.449 -0.17
C -2.665639 2.391283 -0.685378 0.102 0.033 -0.042 -0.09
Be 0.750847 -3.013541 -0.296729 0.167 -0.995 -0.284 0.41
H -4.029831 0.737326 -0.843303 -0.156 0.472 -0.479 0.06
H 3.462438 -0.376789 1.831641 -0.182 0.175 0.060 0.10
H -2.176987 2.116711 0.257195 -0.034 -0.003 0.010 0.05
H 2.628348 2.048468 2.462012 0.023 -0.180 -0.027 0.06
H 1.619005 -1.765328 0.715929 0.229 0.114 0.139 -0.02
H -4.053613 3.913557 -3.380084 0.002 -0.006 -0.003 0.05
H -0.346366 1.069192 -4.103872 -0.026 0.023 -0.022 0.07
H 3.216902 3.672384 2.272266 0.062 0.075 0.099 0.04
H -0.150815 -1.961446 1.077895 0.158 -0.376 0.132 0.05
H -2.793926 -2.120803 0.823550 -0.298 -0.855 0.739 0.11
H -5.797917 3.695425 -3.476811 -0.013 -0.019 0.006 0.06
H 1.441357 0.304166 -1.434338 0.039 -0.025 -0.138 0.10
H 2.460844 0.292900 -0.030853 0.016 -0.177 0.173 0.09
H 1.503135 3.333073 2.122865 -0.117 0.185 -0.155 0.08
H 2.413845 -1.496328 4.210392 0.259 0.015 -0.267 0.01
H 3.213474 -2.637547 0.735290 -0.344 -0.406 0.297 0.03
H -1.938753 2.965435 -1.272260 0.001 -0.005 0.017 0.06
H 5.197861 -1.374364 0.323635 0.059 0.108 0.064 -0.04
H 3.430053 -5.390545 -1.017575 -0.064 0.287 0.053 0.18
H 2.877045 3.713493 -0.074824 0.272 0.099 -0.009 0.10
H 0.571907 2.459515 0.261672 -0.270 0.292 -0.328 0.09
H -5.529533 1.338051 -2.595556 0.151 0.055 0.294 0.08
H -0.168033 0.637762 1.024972 -0.256 0.058 -0.025 0.11
H -1.392623 -0.246526 -3.561201 -0.093 0.007 0.089 0.08
H -3.571924 -4.642036 1.504006 0.428 0.672 0.019 0.10
H -3.501477 3.041416 -0.434642 -0.038 -0.023 -0.031 0.06
H -4.943490 1.606964 -4.223464 0.224 0.038 -0.037 0.10
H 4.348533 -1.135008 3.163545 0.117 0.112 0.058 0.11
H -2.092534 2.739126 -3.505599 0.020 -0.034 0.013 0.10
H -4.481284 -4.770662 -0.057753 0.132 0.670 -0.480 0.12
H 1.419011 2.567928 -1.319589 -0.378 0.171 -0.081 0.11
H 2.905698 -6.174971 -2.359476 0.053 -0.003 0.005 0.18
H -2.673671 1.604219 -4.711215 -0.119 -0.040 0.036 0.11
H -0.784622 0.961615 -2.405180 0.078 -0.066 -0.024 0.03
H 5.082875 4.990848 2.952130 0.031 0.009 0.037 0.03
H 3.543543 2.094722 0.187435 0.255 0.107 -0.009 0.10
H -5.003339 3.591568 -1.912779 0.004 -0.053 0.018 0.05
H -2.372038 0.352922 -1.296138 0.058 0.101 -0.103 0.06
H -3.694776 -2.238685 -0.698503 -0.790 -0.965 0.015 0.13
H 4.154377 -3.324720 2.153628 -0.470 -0.338 -0.079 0.08
H -0.375109 -0.395894 -0.402839 -0.406 0.340 0.057 0.08
H 2.174389 -2.801507 2.946797 0.246 -0.104 -0.781 0.01
H 0.989577 0.024253 2.866885 0.125 0.132 0.042 0.13
H 2.133669 -6.382603 -0.931883 -0.158 0.194 0.078 0.16
H 4.999071 4.974704 1.432733 0.019 0.006 -0.037 0.02
H 0.132440 -1.458498 3.212694 -0.252 0.199 0.070 0.09
```
Forces are in eV/Å.